Here is a structure of composition C38H32FN2V in a non-equilibrium geometry from OMol25. Energies are from ωB97M-V/def2-TZVPD.

Last column: Mulliken charge in e.
Geometry (Å):
C (2.922, 1.336, -4.298)  -1.44
H (3.622, 0.755, -4.902)  0.44
H (3.495, 2.140, -3.814)  0.35
H (2.216, 1.804, -4.999)  0.33
C (2.250, 0.464, -3.280)  0.86
C (2.523, -0.886, -3.230)  -1.38
H (3.378, -1.245, -3.799)  0.40
C (1.751, -1.850, -2.585)  0.97
C (2.188, -3.277, -2.692)  -1.43
H (2.435, -3.701, -1.707)  0.31
H (3.096, -3.344, -3.300)  0.42
H (1.452, -3.939, -3.170)  0.32
C (-0.082, -2.634, -1.227)  -1.38
C (-1.098, -3.320, -1.906)  0.10
C (-1.590, -4.520, -1.380)  -0.92
H (-2.375, -5.067, -1.917)  0.42
C (-1.072, -5.027, -0.180)  -0.49
H (-1.458, -5.965, 0.226)  0.43
C (-0.081, -4.322, 0.513)  -0.99
H (0.320, -4.704, 1.455)  0.37
C (0.400, -3.127, -0.016)  0.46
C (0.901, 2.338, -2.656)  -0.14
C (0.041, 2.569, -3.753)  0.57
C (-0.456, 3.842, -4.003)  -0.98
H (-1.140, 4.002, -4.845)  0.44
C (-0.063, 4.910, -3.190)  -0.57
H (-0.489, 5.893, -3.337)  0.45
C (0.828, 4.701, -2.134)  -0.60
H (1.154, 5.514, -1.475)  0.46
C (1.305, 3.423, -1.883)  -0.36
C (-2.894, 0.695, -3.296)  -0.93
H (-3.240, 0.208, -4.256)  0.35
C (-3.437, 1.918, -2.953)  -0.58
H (-4.175, 2.416, -3.519)  0.51
C (-2.981, 2.545, -1.776)  -0.62
H (-3.269, 3.623, -1.454)  0.37
C (-2.171, 1.791, -0.953)  0.23
C (-1.688, 0.533, -1.220)  1.15
H (-1.598, 2.321, -0.066)  -0.27
C (-1.943, 0.020, -2.532)  -0.77
H (-1.493, -0.896, -2.881)  0.84
N (0.652, -1.545, -1.867)  1.05
N (1.450, 1.050, -2.376)  0.42
V (0.231, 0.117, -1.208)  0.21
H (1.155, -2.533, 0.506)  0.99
H (-1.489, -2.925, -2.850)  0.52
H (-0.235, 1.705, -4.398)  0.50
H (2.008, 3.214, -1.048)  0.39
F (-0.740, 3.168, -0.002)  -0.60
C (0.425, -0.121, 0.671)  -0.31
C (0.242, -0.326, 1.915)  0.27
C (0.003, -0.300, 3.261)  0.65
C (-0.219, 1.013, 3.875)  0.32
C (0.333, 1.306, 5.138)  -0.26
C (0.216, 2.567, 5.704)  -0.85
C (-0.499, 3.572, 5.035)  -0.43
C (-1.076, 3.290, 3.783)  -0.69
C (-0.920, 2.035, 3.200)  -0.17
C (0.063, -1.499, 4.095)  0.37
C (-0.464, -1.533, 5.410)  -0.37
C (-0.245, -2.615, 6.250)  -0.77
C (0.457, -3.739, 5.790)  -0.45
C (0.912, -3.762, 4.458)  -0.73
C (0.690, -2.670, 3.617)  -0.29
H (0.895, 0.532, 5.663)  0.59
H (0.682, 2.770, 6.671)  0.41
H (-0.612, 4.567, 5.472)  0.40
H (-1.643, 4.059, 3.245)  0.45
H (-1.312, 1.818, 2.206)  0.28
H (-1.041, -0.688, 5.782)  0.67
H (-0.586, -2.591, 7.290)  0.42
H (0.679, -4.577, 6.455)  0.43
H (1.475, -4.621, 4.067)  0.42
H (1.025, -2.674, 2.577)  0.45

Spin multiplicity: 1
LUMO level (spin up / spin down) (eV): -8.53 / -8.59
Total charge: +2
E_tot (eV): -71287.814